# 1
Molecular formula: C14H22O11Rb3
Method: DFT, ωB97M-V/def2-TZVPD

The geometry in XYZ format:
```
50
Properties=species:S:1:pos:R:3:lowdin_charge:R:1
Rb -1.8360 -4.0382 -5.0285 0.736
Rb -6.7569 -1.4255 -5.6139 0.815
Rb -1.1583 -6.6296 -0.3377 0.866
O -1.5188 -2.3643 -1.3775 -0.425
C -2.7442 -1.7459 -1.0884 -0.450
C -3.3655 -0.5725 -2.0181 -0.408
O -3.2421 -0.3100 -3.4077 -0.401
H -2.8790 -1.4052 -0.0618 0.073
H -3.4897 -2.5283 -1.2309 0.040
H -3.0161 0.3388 -1.5327 0.073
H -4.4490 -0.6805 -2.0677 0.055
C -2.4593 4.4506 -1.8791 -0.016
C -3.7067 5.3038 -1.9520 -0.297
C -4.9805 4.6454 -2.4295 -0.136
O -5.8446 4.3372 -1.3913 0.063
C -5.2390 4.7302 -0.2572 -0.473
O -5.4987 4.2335 0.8547 0.114
O -4.2062 5.5599 -0.6363 0.054
H -2.2952 3.8265 -1.0007 0.099
H -1.6232 5.1495 -1.8528 0.080
H -2.2491 3.8540 -2.7668 0.090
H -3.4772 6.2068 -2.5177 0.153
H -4.6519 3.6714 -2.7920 0.135
H -5.6396 5.2135 -3.0859 0.140
C 3.6262 -3.2231 -0.6193 -0.021
C 5.0981 -3.0505 -0.9362 -0.315
C 6.1294 -3.3766 0.2133 -0.086
O 6.9875 -4.3549 -0.2721 0.086
C 6.6621 -4.6592 -1.5083 -0.526
O 7.0160 -5.7244 -2.0457 0.111
O 5.7121 -3.8118 -1.9279 0.089
H 3.2840 -3.1655 -1.6526 0.090
H 3.3271 -2.4857 0.1256 0.095
H 3.1833 -4.1671 -0.3017 0.074
H 5.1298 -2.0028 -1.2354 0.150
H 5.7098 -3.6564 1.1796 0.137
H 6.7467 -2.4808 0.2819 0.133
C 1.5287 -0.7710 5.2033 -0.017
C 1.8530 0.3488 4.1649 -0.342
C 0.7586 0.4496 3.1149 -0.110
O 0.6464 1.8125 3.0097 0.102
C 1.3543 2.4457 3.9304 -0.578
O 1.4375 3.6288 4.1087 0.167
O 1.8677 1.5652 4.7685 0.111
H 0.8578 -0.4958 6.0171 0.092
H 2.4662 -1.0997 5.6519 0.072
H 1.2441 -1.7108 4.7301 0.076
H 2.8977 0.1963 3.8936 0.155
H -0.1766 -0.0175 3.4238 0.138
H 0.9793 -0.0141 2.1535 0.139
```

Values from the calculation:
* LUMO: -4.111 eV
* energy above the lowest of the compared OMol25 structures with the same formula, charge and spin: 858.1 kJ/mol
* 2S+1: 1
* frontier orbital gap: 2.83 eV
* charge: +1
* E_HOMO: -0.255 hartree

# 2
Molecular formula: C3H5NO2S
Method: DFT, ωB97M-V/def2-TZVPD

The geometry in XYZ format:
```
12
Properties=species:S:1:pos:R:3:lowdin_charge:R:1
O -0.3689 -1.4595 -1.7262 0.107
C -0.1464 -0.7697 -0.7718 -0.475
C 1.0956 -0.1167 -0.1201 -0.543
S 2.0616 1.1767 -0.9295 0.776
C 0.1458 0.2808 0.9849 -0.169
N -0.9126 -0.2554 0.2073 -0.107
O -2.2210 -0.5915 0.6092 0.061
H 1.8512 -0.8669 0.2396 0.122
H 1.1117 1.6690 -1.6776 -0.154
H 0.2141 -0.3140 1.9295 0.137
H 0.0104 1.3633 1.2159 0.128
H -2.8415 -0.1161 0.0388 0.116
```

Values from the calculation:
* LUMO: 0.602 eV
* energy above the lowest of the compared OMol25 structures with the same formula, charge and spin: 245.6 kJ/mol
* 2S+1: 1
* frontier orbital gap: 10.09 eV
* charge: 0
* E_HOMO: -0.349 hartree
* SMILES: O=C1[C@@H](S)CN1O

# 3
Molecular formula: C40H68BBrN2O16S
Method: DFT, ωB97M-V/def2-TZVPD

The geometry in XYZ format:
```
129
Properties=species:S:1:pos:R:3:lowdin_charge:R:1
C -4.1463 3.2583 1.3094 0.058
C -3.2229 2.2120 1.2633 -0.054
C -2.9316 1.3882 -0.0349 -0.453
O -3.6657 1.5282 -0.9926 0.075
O -1.7957 0.5907 0.0179 -0.047
C -1.9861 -0.6982 -0.6135 -0.157
C -0.8762 -0.8846 -1.7582 -0.140
C 0.0430 -2.0993 -1.3314 -0.217
C 1.3040 -2.3161 -2.2580 -0.229
C 2.5311 -1.4497 -1.7359 -0.198
C 3.8155 -1.7775 -2.6480 -0.180
C 4.5548 -0.4393 -3.0140 -0.200
C 5.8712 -0.2091 -2.4284 0.031
C 6.6587 1.0609 -2.7300 -0.328
N 7.9104 1.3636 -2.2600 -0.245
S 8.1761 2.8823 -2.9309 0.935
N 6.7825 3.1392 -3.8056 -0.271
C 5.9276 2.0636 -3.6500 -0.227
C 4.5589 1.8497 -4.2751 -0.158
C 3.9814 2.9460 -5.2178 -0.053
B 2.5722 3.5717 -4.7402 -0.594
O 2.2900 4.0542 -3.4481 0.131
O 1.5345 3.5998 -5.7305 0.064
C 3.9173 0.5889 -3.9515 -0.458
Br 2.1823 0.1482 -4.7187 0.866
H -5.2461 3.1020 1.1210 0.081
H -3.8382 4.3320 1.4960 0.050
H -2.6290 1.9745 2.1894 0.098
H -3.0123 -0.8679 -1.0298 0.127
H -1.7922 -1.4930 0.1625 0.114
H -0.3045 0.0740 -1.9419 0.117
H -1.4317 -1.1752 -2.7001 0.113
H 0.2903 -1.9970 -0.2367 0.109
H -0.5917 -3.0311 -1.4240 0.094
H 1.0164 -2.0114 -3.2991 0.039
H 1.6423 -3.3954 -2.2598 0.118
H 2.2570 -0.3672 -1.9261 0.085
H 2.7374 -1.5767 -0.6417 0.117
H 4.5143 -2.3599 -1.9723 0.109
H 3.5638 -2.3997 -3.5477 0.105
H 6.3155 -0.9966 -1.7623 0.110
H 3.9493 2.6258 -6.3052 0.131
H 4.7261 3.8066 -5.1965 0.116
H 1.9559 4.9693 -3.4905 0.112
H 1.5196 2.6925 -6.1055 0.047
O -0.6330 -4.1861 1.3800 0.095
C -1.4228 -3.9743 2.2645 -0.534
O -1.0209 -3.3468 3.3835 -0.003
C -1.9066 -2.8839 4.4128 -0.219
C -2.2299 -3.9908 5.3940 -0.055
C -2.8382 -4.4812 2.1739 0.012
H -2.8010 -2.4281 3.9835 0.120
H -1.3758 -2.0868 4.9354 0.105
H -2.7489 -4.8197 4.9084 0.067
H -2.8590 -3.6167 6.2036 0.088
H -1.3117 -4.3988 5.8213 0.071
H -2.8637 -5.5273 2.4798 0.096
H -3.1660 -4.4014 1.1371 0.093
H -3.5504 -3.9098 2.7658 0.070
O -0.3594 -2.8184 9.2493 0.095
C 0.6863 -3.2944 8.8848 -0.529
O 0.8352 -3.7024 7.6112 -0.014
C 2.0827 -4.1117 7.0335 -0.229
C 2.3651 -5.5721 7.3214 -0.064
C 1.8081 -3.5265 9.8629 0.011
H 2.8956 -3.4559 7.3529 0.114
H 1.9788 -3.9724 5.9560 0.125
H 2.4600 -5.7595 8.3925 0.068
H 3.2880 -5.8889 6.8326 0.084
H 1.5442 -6.1957 6.9624 0.085
H 1.6312 -4.4617 10.3946 0.098
H 1.8172 -2.7029 10.5771 0.093
H 2.7952 -3.5471 9.4058 0.069
O -3.4500 6.4415 1.4963 0.094
C -2.8438 7.1150 2.2906 -0.514
O -2.2480 6.5319 3.3453 0.002
C -1.3589 7.2064 4.2440 -0.233
C -2.1263 7.9281 5.3331 -0.065
C -2.8194 8.6157 2.1696 0.012
H -0.6802 7.8669 3.7003 0.115
H -0.7381 6.4309 4.6959 0.119
H -2.7745 8.7036 4.9214 0.068
H -1.4403 8.3931 6.0436 0.083
H -2.7706 7.2297 5.8708 0.082
H -3.7319 9.0242 2.6046 0.099
H -2.7781 8.8745 1.1115 0.094
H -1.9528 9.0819 2.6336 0.069
O 1.4187 1.6646 -8.4448 0.089
C 0.2903 2.0245 -8.6814 -0.520
O -0.6226 1.1283 -9.0932 0.001
C -2.0222 1.4074 -9.2282 -0.231
C -2.3274 2.0350 -10.5730 -0.067
C -0.0902 3.4802 -8.6112 0.017
H -2.3831 2.0099 -8.3921 0.116
H -2.5319 0.4452 -9.1573 0.122
H -1.8220 2.9948 -10.6923 0.067
H -3.4011 2.1936 -10.6886 0.082
H -1.9774 1.3902 -11.3815 0.084
H 0.2003 3.9701 -9.5412 0.100
H 0.4470 3.9380 -7.7808 0.070
H -1.1480 3.6509 -8.4229 0.075
O -0.9194 -4.3863 -3.2632 0.105
C -0.6495 -4.7400 -4.3834 -0.506
O -1.1850 -5.8736 -4.8732 0.002
C -1.0779 -6.2905 -6.2395 -0.234
C 0.2185 -7.0361 -6.4836 -0.067
C 0.3506 -3.9838 -5.2184 0.013
H -1.2099 -5.4449 -6.9180 0.114
H -1.9180 -6.9635 -6.4185 0.122
H 1.0874 -6.4020 -6.2993 0.067
H 0.2669 -7.3971 -7.5127 0.081
H 0.2995 -7.8889 -5.8069 0.084
H 1.3579 -4.2950 -4.9399 0.099
H 0.2342 -2.9202 -5.0153 0.073
H 0.2133 -4.1075 -6.2908 0.072
O -3.5501 1.8314 5.3028 0.103
C -2.4582 1.8169 5.8092 -0.529
O -1.7338 0.6831 5.8082 -0.008
C -0.3619 0.5983 6.2178 -0.229
C -0.2488 0.4267 7.7182 -0.060
C -1.9244 3.0288 6.5275 0.012
H 0.2092 1.4525 5.8471 0.115
H 0.0495 -0.2849 5.7254 0.113
H -0.6652 1.2826 8.2529 0.069
H 0.7953 0.3089 8.0152 0.083
H -0.8085 -0.4527 8.0432 0.074
H -2.3312 3.0531 7.5388 0.097
H -2.2492 3.9186 5.9872 0.084
H -0.8380 3.0743 6.5693 0.068
```

Values from the calculation:
* LUMO: -0.565 eV
* energy above the lowest of the compared OMol25 structures with the same formula, charge and spin: 252.5 kJ/mol
* 2S+1: 1
* frontier orbital gap: 7.11 eV
* charge: 0
* E_HOMO: -0.282 hartree

# 4
Molecular formula: C38H61Br2F2N3O10SSi
Method: DFT, ωB97M-V/def2-TZVPD

The geometry in XYZ format:
```
118
Properties=species:S:1:pos:R:3:lowdin_charge:R:1
C 0.0921 -6.6427 1.1427 -0.008
C -0.1700 -5.2830 1.3443 -0.144
C 0.7479 -4.1754 0.7672 -0.123
C 0.0199 -3.1555 -0.2098 -0.271
C -0.1524 -4.0261 -1.4964 -0.074
C -1.3111 -3.6203 -2.4231 -0.251
O -2.2562 -4.3202 -2.6793 0.067
C -1.3782 -2.7301 0.2898 -0.353
O -2.3575 -3.6838 0.3767 0.024
S -1.0778 -1.9009 1.9020 0.710
O -0.8677 -2.8260 2.9807 -0.244
O -2.2781 -1.1707 2.2213 -0.256
O 0.3156 -1.1295 1.7104 -0.198
C 0.6320 -0.5848 0.3985 -0.241
C -0.5347 0.3445 -0.0221 -0.543
Br -1.3267 0.3908 -1.8160 0.803
C -1.1522 1.1982 0.8146 -0.728
C -0.7667 1.4234 2.2613 -0.123
Br -2.6413 2.3107 0.3118 0.752
C 1.9273 0.2797 0.6948 -0.397
F 2.8558 0.2667 -0.3062 0.098
F 1.6289 1.6370 0.7061 0.051
C 2.6408 0.0092 2.0258 -0.131
C 4.1620 0.4266 2.0267 -0.209
Si 4.4929 2.2758 2.3271 0.610
C 6.0915 2.3972 3.3534 -0.177
C 3.0881 3.1613 3.2328 -0.171
C 4.8258 3.0318 0.6079 -0.249
C 3.8623 3.6907 -0.1573 -0.100
C 4.1957 4.1623 -1.4122 -0.092
C 5.4687 4.0356 -1.9565 -0.082
C 6.4133 3.3750 -1.1768 -0.095
C 6.1126 2.8763 0.0884 -0.106
C 0.9438 -1.8421 -0.5233 -0.246
C 2.3753 -2.3976 -0.3035 -0.106
C 3.0798 -3.1452 -1.1975 0.039
N 0.8331 -1.6415 -1.9716 0.105
C 1.5099 -0.8224 -2.5742 -0.333
O 2.1918 -0.0306 -3.1212 0.181
H -0.1308 -7.1495 0.1920 0.055
H 0.5741 -7.1882 1.9665 0.055
H -1.0847 -5.0497 1.9053 0.079
H 1.4739 -4.7934 0.2252 0.102
H 1.1595 -3.7001 1.6667 0.123
H -0.3940 -5.0703 -1.2231 0.126
H 0.8010 -4.1294 -2.0448 0.126
H -1.2817 -2.6025 -2.8861 0.103
H -1.7454 -1.9573 -0.4173 0.115
H -3.2483 -3.3014 0.3657 0.130
H -0.7981 2.5117 2.4475 0.082
H 0.2347 1.0899 2.5298 0.056
H -1.4901 0.9905 2.9686 0.091
H 2.2015 0.5452 2.8805 0.110
H 2.6638 -1.0449 2.3367 0.112
H 4.7163 -0.0057 1.1818 0.085
H 4.5683 -0.0880 2.9223 0.083
H 6.8788 1.9338 2.7367 0.021
H 6.3328 3.4473 3.5763 0.038
H 6.0240 1.8244 4.2923 0.033
H 3.3236 4.2431 3.2406 0.043
H 2.1125 3.0738 2.7323 0.015
H 3.0215 2.8804 4.2978 0.039
H 2.8473 3.8171 0.2175 0.098
H 3.4328 4.6502 -2.0275 0.100
H 5.7132 4.3989 -2.9528 0.105
H 7.4089 3.2386 -1.6075 0.102
H 6.9206 2.3519 0.5975 0.092
H 2.8551 -2.2204 0.6732 0.118
H 3.4429 -2.6919 -2.1333 0.080
H 3.3723 -4.1879 -1.0182 0.078
C -8.3600 -7.7320 1.8458 -0.113
O -8.0088 -7.3048 3.1489 -0.192
C -7.0454 -8.1300 3.7959 -0.213
C -5.6851 -7.4564 3.8662 -0.214
N -5.0576 -7.3708 2.5521 -0.049
C -3.9121 -6.4608 2.4768 -0.192
C -4.1066 -4.9943 2.8664 -0.207
O -4.8988 -4.2396 1.9541 -0.190
C -6.2964 -4.4323 2.0823 -0.088
H -9.2658 -7.2002 1.5558 0.089
H -7.5793 -7.4861 1.1191 0.072
H -8.5609 -8.8063 1.8166 0.088
H -6.9796 -9.1178 3.3298 0.121
H -7.4033 -8.2722 4.8195 0.120
H -5.0352 -8.0290 4.5352 0.123
H -5.8388 -6.4651 4.3090 0.100
H -5.7451 -7.0660 1.8776 0.062
H -3.5700 -6.4816 1.4383 0.121
H -3.1020 -6.8787 3.0838 0.120
H -3.1182 -4.5280 2.8459 0.097
H -4.4716 -4.8689 3.8915 0.117
H -6.6033 -4.5738 3.1200 0.090
H -6.6275 -5.2680 1.4622 0.070
H -6.7920 -3.5386 1.6983 0.091
C 1.2905 5.2019 -5.0119 -0.108
O 2.2286 6.2364 -4.7662 -0.199
C 2.2987 7.2108 -5.8019 -0.213
C 1.6531 8.5207 -5.3820 -0.214
N 0.2023 8.4001 -5.2865 -0.053
C -0.4600 9.5005 -4.5839 -0.197
C -0.0403 9.8172 -3.1464 -0.227
O -0.4193 8.8449 -2.1871 -0.178
C 0.4071 7.6963 -2.1371 -0.099
H 1.4946 4.3924 -4.3111 0.085
H 0.2673 5.5483 -4.8370 0.072
H 1.3785 4.8132 -6.0297 0.089
H 1.8766 6.8372 -6.7396 0.121
H 3.3623 7.4003 -5.9724 0.120
H 1.8992 9.2941 -6.1163 0.123
H 2.1013 8.8079 -4.4236 0.100
H -0.0265 7.5403 -4.8078 0.062
H -1.5261 9.2595 -4.5685 0.120
H -0.3509 10.4075 -5.1880 0.116
H -0.5702 10.7284 -2.8564 0.120
H 1.0267 10.0519 -3.0566 0.111
H 1.4584 7.9312 -2.3172 0.088
H 0.0543 6.9375 -2.8392 0.069
H 0.3200 7.2675 -1.1371 0.089
```

Values from the calculation:
* LUMO: -0.422 eV
* 2S+1: 1
* frontier orbital gap: 7.03 eV
* charge: 0
* E_HOMO: -0.274 hartree

# 5
Molecular formula: C17H32N5O2
Method: DFT, ωB97M-V/def2-TZVPD

The geometry in XYZ format:
```
56
Properties=species:S:1:pos:R:3:lowdin_charge:R:1
N -1.2726 -1.1851 -1.6611 0.128
C -0.2482 -1.9601 -2.2623 -0.522
O -0.2697 -3.1848 -2.1715 0.011
C 0.8226 -1.2031 -2.9883 -0.149
C 1.6429 -0.3714 -1.9921 -0.416
N 2.1629 -1.1925 -0.9662 -0.125
C 3.1694 -0.5221 -0.2193 -0.384
C 2.7458 0.6737 0.6370 -0.280
O 2.5411 1.8785 -0.1009 -0.129
H -1.3774 -1.5455 -0.7202 0.092
H -0.9370 -0.2282 -1.5960 0.042
H 0.3567 -0.5146 -3.7030 0.106
H 1.4320 -1.9091 -3.5397 0.102
H 0.9496 0.4176 -1.6177 0.076
H 2.4194 0.1752 -2.5857 0.095
H 3.5959 -1.2441 0.4867 0.082
H 4.0287 -0.1761 -0.8492 0.094
H 1.8170 0.4409 1.1554 0.100
H 3.5143 0.8751 1.3940 0.090
H 2.7715 1.7146 -1.0166 0.042
C -4.5677 0.8406 -0.5188 -0.110
C -4.7001 2.2615 -1.0560 -0.266
C -3.5385 2.6557 -1.9743 -0.190
C -2.2601 2.5917 -1.2661 -0.222
N -1.2709 2.4982 -0.6907 0.183
H -3.6712 0.7300 0.0914 0.070
H -5.4253 0.5852 0.1040 0.069
H -4.5103 0.1151 -1.3314 0.076
H -4.7565 2.9653 -0.2232 0.108
H -5.6313 2.3565 -1.6185 0.103
H -3.6697 3.6690 -2.3547 0.112
H -3.4856 1.9802 -2.8293 0.121
C -0.0867 -6.1005 -0.7622 -0.111
C 0.8184 -5.9108 0.4462 -0.253
C 0.6007 -6.9626 1.5422 -0.201
C -0.7652 -6.9378 2.0709 -0.248
N -1.8344 -6.9184 2.4848 0.129
H -1.1381 -5.9873 -0.4940 0.072
H 0.1367 -5.3461 -1.5143 0.047
H 0.0494 -7.0901 -1.2092 0.071
H 0.6647 -4.9133 0.8591 0.117
H 1.8614 -5.9613 0.1307 0.109
H 1.2846 -6.7956 2.3752 0.112
H 0.7897 -7.9638 1.1509 0.113
C 1.0762 4.0677 1.7794 -0.109
C 0.7361 5.5277 2.0550 -0.265
C 1.7341 6.2175 2.9931 -0.200
C 1.7623 5.5942 4.3180 -0.247
N 1.7807 5.1031 5.3537 0.134
H 1.0456 3.4697 2.6916 0.076
H 0.3661 3.6308 1.0791 0.042
H 2.0685 3.9651 1.3411 0.068
H -0.2673 5.6051 2.4801 0.106
H 0.7249 6.0771 1.1113 0.104
H 1.4736 7.2683 3.1278 0.109
H 2.7401 6.1735 2.5736 0.118
```

Values from the calculation:
* LUMO: 2.457 eV
* 2S+1: 1
* frontier orbital gap: 4.64 eV
* charge: -1
* E_HOMO: -0.080 hartree

# 6
Molecular formula: C2H7N3O2
Method: DFT, ωB97M-V/def2-TZVPD

The geometry in XYZ format:
```
14
Properties=species:S:1:pos:R:3:lowdin_charge:R:1
O -2.5477 -0.1125 0.3761 -0.118
C -2.4424 -0.5400 1.5564 -0.558
O -1.3976 -0.7256 2.2049 -0.104
H -3.3983 -0.7278 2.0767 0.111
N 0.7600 0.6277 -1.8822 0.158
C 1.0018 0.2201 -0.5986 -0.495
N 0.0180 -0.0169 0.1903 0.207
N 2.3055 0.0709 -0.2670 0.167
H -0.1958 0.5563 -2.1790 0.113
H 1.4371 0.3489 -2.5762 0.109
H -1.0367 0.1170 -0.0475 0.090
H 0.0016 -0.2928 1.1946 0.103
H 2.9509 0.6666 -0.7243 0.099
H 2.5437 -0.1921 0.6757 0.119
```

Values from the calculation:
* LUMO: 0.191 eV
* energy above the lowest of the compared OMol25 structures with the same formula, charge and spin: 71.4 kJ/mol
* 2S+1: 1
* frontier orbital gap: 8.99 eV
* charge: 0
* E_HOMO: -0.324 hartree